Record 1
A gas-phase ion, C7H10N (charge +1). Source: the OMol25 dataset; level of theory: ωB97M-V/def2-TZVPD.

As for the max |F|: 4.7 eV/A. Its SMILES is C=C1C=CC(C)=[N+]1C. For the orbital gap, the calculation gives 0.3312 Ha. Its charge is +1. As for the HOMO energy: -14.6 eV. As for the total energy: -327.18491 hartree. The relative energy (zero: lowest compared OMol25 entry of this formula, charge and spin) is 10.1 kcal/mol.

Last column: Mulliken charge in e.
Geometry (Å):
N: -0.16961 0.21584 0.13443  0.081
C: -2.62228 0.48782 -0.05916  -0.772
C: 0.65633 -0.82795 0.05391  0.851
C: 0.19979 1.54514 0.36481  -0.814
C: -1.37827 -1.69631 -0.34681  -0.592
C: -0.07986 -2.03238 -0.30960  -0.794
C: 2.08325 -0.53822 0.03810  -1.172
C: -1.52166 -0.30483 -0.04334  0.808
H: 0.36988 -3.02719 -0.47412  0.398
H: -2.81935 1.51020 0.19804  0.355
H: 2.46984 -0.10830 -0.87953  0.307
H: -2.21258 -2.23287 -0.53633  0.538
H: -3.52266 -0.10746 -0.40509  0.199
H: -0.81674 1.96460 0.81259  0.202
H: 0.98181 1.70187 1.15144  0.370
H: 0.59171 2.06227 -0.46320  0.324
H: 2.23398 0.21058 0.83655  0.366
H: 2.65103 -1.47920 0.31457  0.344

Record 2
A single C7H10N2 molecule. Source: the OMol25 dataset; level of theory: ωB97M-V/def2-TZVPD.

As for the max |F|: 7.0 eV/A. Its SMILES is Cc1ccc(N)c(N)c1. For the orbital gap, the calculation gives 0.3195 Ha. As for the HOMO energy: -7.9 eV. As for the total energy: -382.12407 hartree. The relative energy (zero: lowest compared OMol25 entry of this formula, charge and spin) is 80.4 kcal/mol.

Last column: Mulliken charge in e.
Geometry (Å):
N: 1.17722 -0.35009 2.20275  -0.824
N: -1.40896 0.73555 2.34346  -0.648
C: 0.86744 -0.41499 -0.24889  -0.516
C: 1.11952 -0.16438 -2.64740  -1.052
C: -0.93977 0.39638 1.10655  -0.002
C: -1.22332 0.17549 -1.30097  -1.062
C: -1.55953 0.78370 -0.02638  -0.388
C: 0.20077 -0.16531 -1.40742  0.483
C: 0.27864 -0.21402 1.09294  0.803
H: 0.76856 -1.09077 2.90564  0.287
H: 1.28017 -1.30855 -2.86421  0.253
H: -2.54532 1.29023 0.25306  0.335
H: 2.17108 0.47343 -2.59728  0.303
H: 1.93589 -0.56267 -0.45053  0.180
H: -0.57562 0.50153 3.05230  0.389
H: -2.28150 -0.01948 2.40009  0.306
H: 2.05528 -0.85689 1.74626  0.307
H: 0.48900 0.46127 -3.47960  0.281
H: -1.80953 0.32957 -2.08037  0.563

Record 3
A single C7H10N2 molecule. Source: the OMol25 dataset; level of theory: ωB97M-V/def2-TZVPD.

As for the max |F|: 6.1 eV/A. Its SMILES is [H]/N=C\N1CC=CCC1=C. For the orbital gap, the calculation gives 0.3504 Ha. As for the HOMO energy: -8.7 eV. As for the total energy: -382.14008 hartree. The relative energy (zero: lowest compared OMol25 entry of this formula, charge and spin) is 70.3 kcal/mol.

Last column: Mulliken charge in e.
Geometry (Å):
N: -2.94495 -0.50124 -0.40518  -0.719
N: -0.62972 -0.05127 0.00108  0.064
C: 1.67535 0.76347 -0.59174  -0.522
C: -0.14179 -1.31866 0.52740  -0.628
C: 1.37999 -1.44741 0.39504  -0.419
C: 2.20230 -0.68719 -0.42136  -0.610
C: 0.31604 0.94626 0.06820  0.367
C: 0.10294 2.08413 0.63656  -1.008
C: -1.91648 0.22443 -0.31912  0.303
H: -2.71204 -1.45031 -0.17845  0.222
H: -0.43790 -1.51491 1.56800  0.260
H: 3.13846 -1.01453 -0.71185  0.445
H: -0.85726 2.20489 1.21428  0.308
H: -2.15345 1.34126 -0.39876  0.303
H: 1.68057 -2.43594 0.82286  0.332
H: 2.60429 1.23199 -0.10275  0.272
H: 1.80698 1.11949 -1.64645  0.315
H: -0.53264 -2.03676 -0.19187  0.468
H: 0.77573 3.03225 0.68376  0.247

Record 4
A gas-phase ion, C7H10N2 (charge +2). Source: the OMol25 dataset; level of theory: ωB97M-V/def2-TZVPD.

As for the max |F|: 4.5 eV/A. Its SMILES is C#CC1=[N+](C)C(C)=[NH+]C1. For the orbital gap, the calculation gives 0.3305 Ha. Its charge is +2. As for the HOMO energy: -19.8 eV. As for the total energy: -381.47879 hartree. The relative energy (zero: lowest compared OMol25 entry of this formula, charge and spin) is 0.0 kcal/mol.

Last column: Mulliken charge in e.
Geometry (Å):
N: -0.03607 0.40702 -0.18209  0.117
N: 0.95066 -1.58041 -0.13317  -0.079
C: 1.12577 -0.28075 -0.15496  0.654
C: -0.52371 -1.80643 0.01896  -0.344
C: -2.42750 -0.06500 0.07379  -0.847
C: 2.45065 0.29298 -0.04079  -1.330
C: -3.50285 0.46887 0.17440  0.133
C: -1.11439 -0.47333 -0.01759  0.877
C: -0.17864 1.83258 -0.06853  -0.886
H: 3.17623 -0.55049 0.04812  0.390
H: -1.16519 2.09223 0.37749  0.326
H: 0.60150 2.16265 0.44392  0.374
H: -0.84212 -2.69478 -0.57943  0.404
H: -0.62658 -2.11767 1.09708  0.355
H: 2.44292 0.92259 0.81111  0.422
H: -0.11315 2.19477 -1.10129  0.384
H: 2.62648 0.82399 -0.88868  0.410
H: 1.76712 -2.17609 -0.07007  0.243
H: -4.61115 0.54725 0.19173  0.397

no.,E_LUMO (eV)
1,-5.539
2,0.822
3,0.798
4,-10.802